Entry 1:
{
  "formula": "B5F20Sn",
  "method": "ωB97M-V with the def2-TZVPD basis set",
  "species": ["Sn", "B", "F", "F", "F", "F", "B", "F", "F", "F", "F", "B", "F", "F", "F", "F", "B", "F", "F", "F", "F", "B", "F", "F", "F", "F"],
  "xyz": [[-0.39032, -0.30990, -0.40637], [1.25538, -2.24898, -2.61381], [1.85537, -2.61796, -3.82793], [0.07706, -1.50225, -2.87974], [0.91966, -3.38854, -1.86203], [2.08665, -1.42330, -1.83420], [2.08636, 1.08924, 1.84190], [2.05104, 0.25382, 0.68865], [2.80409, 2.27896, 1.53826], [0.75569, 1.41997, 2.14910], [2.72770, 0.44555, 2.89664], [-0.03309, 2.55332, -2.02166], [0.68838, 3.63934, -2.50730], [0.08319, 2.46084, -0.61398], [-1.37541, 2.62002, -2.39926], [0.49317, 1.31614, -2.50390], [-3.36343, 1.05292, 0.57120], [-2.92177, 0.97454, -0.77663], [-3.89008, 2.32174, 0.84827], [-4.32823, 0.07132, 0.83085], [-2.20420, 0.79754, 1.35330], [0.13397, -2.36263, 2.33594], [-0.87635, -1.40682, 2.08093], [0.97913, -2.33070, 1.19014], [0.83511, -2.06258, 3.49785], [-0.44907, -3.64159, 2.42380]],
  "lowdin_charge": [1.972, -1.304, 0.085, 0.010, 0.088, 0.082, -1.258, 0.035, 0.062, 0.093, 0.108, -1.290, 0.108, 0.070, 0.105, 0.035, -1.269, 0.034, 0.097, 0.091, 0.035, -1.274, 0.036, 0.048, 0.122, 0.077],
  "charge": -3,
  "gap_ha": 0.399,
  "homo_energy_ev": -3.4585
}

---

Entry 2:
{
  "formula": "C39H34N5O2",
  "method": "ωB97M-V with the def2-TZVPD basis set",
  "species": ["C", "N", "C", "C", "C", "C", "C", "C", "C", "C", "C", "N", "C", "C", "C", "C", "C", "N", "C", "O", "C", "C", "C", "C", "C", "C", "C", "C", "N", "C", "C", "N", "C", "O", "C", "C", "C", "C", "C", "C", "C", "C", "C", "C", "C", "C", "H", "H", "H", "H", "H", "H", "H", "H", "H", "H", "H", "H", "H", "H", "H", "H", "H", "H", "H", "H", "H", "H", "H", "H", "H", "H", "H", "H", "H", "H", "H", "H", "H", "H"],
  "xyz": [[-2.86734, -2.13421, -1.63470], [-2.80388, -1.89134, -0.20053], [-2.05425, -2.55348, 0.76384], [-2.31053, -2.03499, 2.04073], [-1.52630, -2.37280, 3.30215], [-0.03496, -2.52922, 2.96959], [0.59832, -1.47999, 2.31606], [1.98738, -1.32287, 2.52543], [2.68748, -2.26884, 3.29522], [2.02689, -3.42949, 3.74683], [0.65944, -3.57459, 3.56148], [-1.62193, -1.39548, 4.36189], [-1.27220, -1.76507, 5.66641], [-0.92591, -0.86331, 6.69804], [-0.92562, 0.52233, 6.40588], [-1.25164, 0.91513, 5.08098], [-1.50135, -0.03382, 4.08930], [-1.52187, 2.29256, 4.86534], [-1.63689, 2.78473, 3.58205], [-1.13533, 2.26871, 2.58881], [-2.42078, 4.04208, 3.44961], [-1.82022, 5.08561, 2.72881], [-2.48163, 6.31803, 2.63392], [-3.76552, 6.44633, 3.19237], [-4.38857, 5.38199, 3.86033], [-3.68726, 4.18227, 4.03028], [-1.56551, 3.20805, 6.02582], [-0.48611, 2.85768, 7.02133], [-0.59710, 1.46711, 7.35718], [0.24801, 1.12876, 8.44255], [-0.22650, -0.17100, 9.04540], [-0.65895, -1.17656, 8.07212], [-0.83438, -2.47856, 8.58035], [-1.06238, -3.47238, 7.90552], [-0.74989, -2.57101, 10.10379], [0.43450, -2.98029, 10.74274], [0.51813, -3.01899, 12.14314], [-0.61526, -2.72082, 12.91178], [-1.81649, -2.36080, 12.28984], [-1.88173, -2.30359, 10.88920], [-3.32609, -1.03107, 1.84073], [-3.92871, -0.13289, 2.72774], [-4.54754, 1.00940, 2.20538], [-4.64382, 1.21381, 0.82141], [-4.23986, 0.20393, -0.08273], [-3.56239, -0.90594, 0.43826], [-3.56555, -1.43295, -2.11394], [-1.89279, -2.00612, -2.10642], [-3.23806, -3.13706, -1.86252], [-1.33058, -3.32804, 0.50978], [-1.85337, -3.39177, 3.58945], [-0.03151, -0.78996, 1.73016], [2.49716, -0.48661, 2.04042], [3.73474, -2.09871, 3.56892], [2.55747, -4.19918, 4.29716], [0.06527, -4.43594, 3.85734], [-1.22746, -2.84677, 5.76527], [-1.44776, 0.22623, 3.04014], [-0.85546, 4.88944, 2.23281], [-1.98557, 7.14429, 2.09559], [-4.25686, 7.41279, 3.13433], [-5.40704, 5.48038, 4.24909], [-4.14467, 3.33056, 4.55100], [-2.53894, 3.11323, 6.53294], [-1.42407, 4.24855, 5.70942], [-0.62978, 3.42520, 7.95341], [0.52010, 3.09588, 6.63642], [0.13953, 1.92817, 9.18672], [1.30039, 1.06519, 8.09739], [-1.05979, 0.07401, 9.73253], [0.60581, -0.56822, 9.65234], [1.29173, -3.25585, 10.12260], [1.46541, -3.31508, 12.61904], [-0.54743, -2.77132, 13.99417], [-2.70818, -2.14884, 12.89355], [-2.82655, -2.05429, 10.40221], [-3.90975, -0.33788, 3.79532], [-4.95158, 1.78200, 2.86840], [-5.03792, 2.15248, 0.42144], [-4.37061, 0.27040, -1.15682]],
  "lowdin_charge": [-0.009, -0.084, 0.014, -0.111, -0.181, -0.211, -0.025, -0.049, -0.070, -0.064, -0.041, 0.027, 0.102, -0.033, -0.037, -0.043, 0.043, 0.045, -0.387, 0.096, -0.177, -0.011, -0.056, -0.069, -0.060, -0.052, -0.089, -0.129, -0.073, -0.136, -0.106, 0.052, -0.346, 0.102, -0.180, -0.037, -0.064, -0.075, -0.064, -0.038, -0.136, -0.050, -0.084, -0.067, 0.006, -0.154, 0.085, 0.094, 0.096, 0.143, 0.166, 0.128, 0.109, 0.108, 0.107, 0.122, 0.127, 0.111, 0.129, 0.116, 0.106, 0.112, 0.116, 0.140, 0.142, 0.141, 0.150, 0.139, 0.152, 0.142, 0.137, 0.124, 0.114, 0.106, 0.113, 0.123, 0.111, 0.093, 0.108, 0.100],
  "charge": 1,
  "smiles": "Cn1cc([C@@H](c2ccccc2)[n+]2cc3c4c(c2)N(C(=O)c2ccccc2)CCN4CCN3C(=O)c2ccccc2)c2ccccc21",
  "gap_ha": 0.255,
  "homo_energy_ev": -10.0307
}

---

Entry 3:
{
  "formula": "C2H7FN4",
  "method": "ωB97M-V with the def2-TZVPD basis set",
  "species": ["C", "C", "N", "N", "N", "N", "F", "H", "H", "H", "H", "H", "H", "H"],
  "xyz": [[2.92900, 0.52762, -0.21035], [-3.38830, -0.12624, 0.20687], [0.63404, -0.01962, -0.22026], [-0.30248, -0.66500, 0.41637], [1.70651, 0.23918, 0.48358], [-1.26288, -1.07863, -0.32415], [-3.21134, 1.17753, 0.02701], [3.53258, 1.21540, 0.37936], [3.51061, -0.38061, -0.40310], [2.67229, 0.98464, -1.16423], [-3.41889, -0.43635, 1.23429], [-3.92522, -0.62019, -0.57940], [1.75346, -0.10527, 1.44276], [-1.22939, -0.71245, -1.28876]],
  "lowdin_charge": [-0.094, -0.054, -0.048, -0.155, -0.127, -0.014, -0.044, 0.077, 0.078, 0.080, 0.059, 0.057, 0.135, 0.049],
  "gap_ha": [0.322, 0.268],
  "homo_energy_ev": [-7.8292, -7.3835]
}

---

Entry 4:
{
  "formula": "C20H28BF5N4O5SSi",
  "method": "ωB97M-V with the def2-TZVPD basis set",
  "species": ["C", "O", "C", "N", "C", "N", "C", "C", "C", "F", "N", "C", "S", "N", "C", "F", "F", "C", "C", "Si", "C", "C", "C", "C", "C", "C", "C", "C", "H", "H", "H", "H", "H", "H", "H", "H", "H", "H", "H", "H", "H", "H", "H", "H", "H", "H", "H", "H", "H", "H", "H", "H", "H", "H", "H", "H", "B", "O", "C", "O", "C", "O", "O", "F", "F"],
  "xyz": [[-4.53910, 0.51593, -1.36318], [-3.70810, 1.37282, -0.55118], [-2.54406, 0.68280, -0.09588], [-1.51805, 0.55970, -1.14494], [-0.79753, 1.53020, -1.82143], [-0.80197, 2.84496, -1.68470], [-1.60018, 3.57514, -0.68147], [0.03383, 3.70563, -2.56645], [1.57383, 3.54804, -2.28238], [-0.28857, 3.52055, -3.93045], [0.04335, 0.93947, -2.78409], [-0.16813, -0.39843, -2.61830], [0.81213, -1.42374, -3.73183], [-1.11388, -0.65808, -1.64230], [-1.55229, -1.98977, -1.22786], [-1.05686, -3.01138, -1.97993], [-2.94477, -2.12637, -1.29041], [-1.04199, -2.23560, 0.27228], [-0.49085, -3.68892, 0.52279], [-0.63557, -4.01376, 2.43237], [-2.37900, -4.76438, 2.67618], [0.73222, -5.14302, 3.10111], [-0.56108, -2.27134, 3.24730], [-1.79350, -1.76574, 3.88672], [-1.79764, -0.43229, 4.47577], [-0.59214, 0.39004, 4.42883], [0.63570, -0.12285, 3.81277], [0.65271, -1.45666, 3.21625], [-3.93991, -0.00717, -2.14923], [-5.24908, 1.19262, -1.91453], [-5.10653, -0.16694, -0.68392], [-2.90169, -0.27769, 0.34195], [-2.07557, 1.24568, 0.75654], [-2.68823, 3.57732, -0.97297], [-1.45143, 3.18185, 0.36110], [-1.32557, 4.66245, -0.60721], [-0.18669, 4.79448, -2.39347], [2.15177, 4.44033, -2.62874], [1.91108, 2.64091, -2.85673], [1.73848, 3.33136, -1.19822], [2.05871, -1.63211, -3.19517], [-0.30297, -1.44308, 0.56250], [-1.97838, -2.14367, 0.89765], [0.60573, -3.73049, 0.30018], [-1.08762, -4.50100, 0.04179], [-2.57974, -5.01976, 3.75100], [-3.12103, -3.97872, 2.37615], [-2.54091, -5.69969, 2.07745], [1.76437, -4.71844, 2.95301], [0.66383, -6.20647, 2.73624], [0.58406, -5.20581, 4.21929], [-2.73913, -2.34728, 3.93599], [-2.69953, 0.02799, 4.94837], [-0.54422, 1.42585, 4.83666], [1.57825, 0.46808, 3.74796], [1.54291, -1.89781, 2.70402], [6.23756, 2.33786, -3.21046], [4.99192, 3.02902, -2.79621], [5.34010, 4.14492, -2.16987], [4.56031, 4.94124, -1.70386], [6.82848, 4.24854, -2.13796], [7.46495, 5.14181, -1.64274], [7.35245, 3.19278, -2.74541], [6.27496, 2.20655, -4.61675], [6.30980, 1.06147, -2.59997]],
  "lowdin_charge": [-0.068, -0.179, -0.140, 0.095, -0.206, -0.012, -0.012, -0.299, -0.009, -0.006, 0.164, -0.532, 0.849, 0.055, -0.430, 0.084, 0.073, -0.133, -0.220, 0.588, -0.193, -0.192, -0.260, -0.089, -0.084, -0.083, -0.072, -0.094, 0.088, 0.109, 0.106, 0.133, 0.145, 0.109, 0.100, 0.110, 0.153, 0.090, 0.085, 0.098, -0.083, 0.125, 0.099, 0.088, 0.090, 0.045, 0.029, 0.044, 0.040, 0.044, 0.045, 0.086, 0.100, 0.098, 0.102, 0.106, -1.028, 0.200, -0.410, 0.109, -0.418, 0.135, 0.221, 0.112, 0.102],
  "gap_ha": 0.256,
  "homo_energy_ev": -8.4608
}

---

Strongest force on any atom for every record listed, in sequence, given in eV/Å: 1.787, 4.788, 1.922, 3.787.
Energy above the lowest of the compared OMol25 structures with the same formula, charge and spin for every record listed, in sequence, given in kJ/mol: 0.0, 0.0, 344.3, 267.6.